# 1
C42H34Br2N7PS5SbW | wB97M-V/def2-TZVPD

calculated total energy = -266451.2190 eV
⟨S²⟩ = 3.7815
multiplicity = 4
frontier orbital gap (spin up / spin down) = 5.19 / 4.81 eV
energy relative to the best compared isomer or geometry (same formula, charge and spin) = 61.1 kcal/mol

CARTESIAN COORDINATES (ANGSTROEM)
W  0.27551  0.95352  0.20895
C  7.10724  -0.95147  1.91494
C  5.62584  -0.81996  1.68536
C  4.71757  -1.70430  2.26720
C  3.36002  -1.56298  2.06415
C  2.81379  -0.54953  1.26585
N  1.41960  -0.57188  0.99758
C  0.94964  -1.91687  0.82590
C  1.57255  -2.73367  -0.11678
C  1.19515  -4.04448  -0.30844
C  0.15252  -4.60046  0.42577
C  -0.33461  -5.99458  0.14399
C  -0.47167  -3.79747  1.36458
C  -0.07282  -2.48197  1.57898
N  -0.77561  -1.75071  2.58296
C  -1.24334  -2.24393  3.75477
C  -2.02507  -1.26914  4.32318
C  -1.97459  -0.20581  3.40483
N  -1.21809  -0.50620  2.36260
C  3.73628  0.38756  0.75052
C  5.11350  0.22426  0.94486
N  3.33260  1.53070  0.07570
C  4.18409  2.45451  -0.72863
C  3.06856  3.17995  -1.47983
C  2.00204  3.28578  -0.42591
N  2.13003  2.04352  0.30383
H  7.40752  -1.99891  1.95321
H  7.39430  -0.48904  2.86186
H  7.67231  -0.45909  1.12494
H  5.07762  -2.52041  2.88309
H  2.68477  -2.28661  2.50117
H  2.37140  -2.30540  -0.70824
H  1.68836  -4.63413  -1.07190
H  0.49862  -6.67927  -0.01563
H  -0.94511  -5.99849  -0.76199
H  -0.94347  -6.37889  0.96231
H  -1.31747  -4.18284  1.92166
H  -0.97179  -3.22950  4.09102
H  -2.54519  -1.31753  5.26384
H  -2.45400  0.75959  3.46381
H  5.77084  0.99532  0.56120
H  4.80327  1.82581  -1.37497
H  3.40518  4.13571  -1.87326
H  2.05413  4.14537  0.24470
S  5.11297  3.56622  0.33111
Sb  1.83444  2.13128  -2.98973
S  0.33933  3.18149  -1.26164
S  1.37575  0.07637  -1.94815
Br  0.89634  4.32739  6.20133
C  0.68183  3.35073  4.61534
C  1.61574  2.41141  4.23091
C  1.41338  1.73306  3.04256
N  0.35336  1.93524  2.25689
C  -0.55795  2.83099  2.65539
C  -0.43036  3.56947  3.81667
C  -1.72574  2.94223  1.75868
C  -2.78290  3.79297  2.02791
C  -3.84820  3.82591  1.14421
Br  -5.30325  4.95968  1.47645
C  -3.82169  3.01540  0.02862
C  -2.72511  2.19460  -0.15825
N  -1.68922  2.14029  0.68048
H  2.49642  2.20728  4.82144
H  2.13463  1.00262  2.71501
H  -1.16788  4.30052  4.10657
H  -2.78671  4.41926  2.90534
H  -4.63011  3.00597  -0.68807
H  -2.66782  1.52277  -0.99559
S  -0.52197  -2.85669  -3.04166
P  -1.61293  -1.29907  -2.61338
S  -1.60304  -0.60790  -0.66170
C  -1.32976  0.07006  -3.80843
C  -0.53200  -0.17308  -4.91913
C  -0.33076  0.81919  -5.87186
C  -0.92559  2.06211  -5.72684
C  -1.71842  2.31694  -4.61461
C  -1.91868  1.32449  -3.66494
C  -3.40362  -1.68239  -2.79368
C  -4.41244  -0.75977  -2.52306
C  -5.74552  -1.10315  -2.67283
C  -6.09328  -2.38274  -3.08731
C  -5.09895  -3.31018  -3.34942
C  -3.76170  -2.96156  -3.20375
H  -0.06523  -1.14453  -5.02178
H  0.29875  0.61594  -6.72902
H  -0.76854  2.83385  -6.46950
H  -2.18431  3.28658  -4.48870
H  -2.52057  1.55126  -2.80203
H  -4.17094  0.23738  -2.18225
H  -6.51656  -0.37281  -2.46178
H  -7.13568  -2.65259  -3.19987
H  -5.35862  -4.31126  -3.66938
H  -2.97890  -3.67932  -3.41025

The Mulliken scheme yields these atomic charges, measured in e: W 1.38; C -1.68; C 0.17; C -1.11; C -0.11; C -0.01; N 1.16; C -0.93; C 0.34; C -1.34; C 0.75; C -1.64; C -0.34; C -0.36; N -0.10; C -0.25; C -1.58; C -0.12; N 0.81; C 0.83; C -0.80; N 0.40; C -0.74; C -0.65; C -0.52; N -0.03; H 0.41; H 0.29; H 0.38; H 0.41; H 0.58; H 0.55; H 0.35; H 0.39; H 0.25; H 0.40; H 0.53; H 0.54; H 0.43; H 0.47; H 0.39; H 0.49; H 0.64; H 0.36; S -0.39; Sb 0.34; S -0.37; S -0.18; Br -0.14; C -0.50; C -0.92; C -0.52; N 0.59; C 0.58; C -0.75; C 0.42; C -0.61; C -0.75; Br -0.14; C -0.50; C 0.02; N 0.52; H 0.55; H 0.48; H 0.56; H 0.56; H 0.57; H -0.43; S -0.51; P 1.37; S -0.26; C 0.28; C -0.49; C -0.65; C -0.54; C -0.78; C 0.17; C 0.34; C 0.23; C -0.82; C -0.48; C -0.65; C -0.57; H 0.34; H 0.41; H 0.40; H 0.42; H -0.15; H 0.00; H 0.43; H 0.38; H 0.40; H 0.34

---

# 2
C4H4O4 | wB97M-V/def2-TZVPD

calculated total energy = -12394.3875 eV
frontier orbital gap (spin up / spin down) = 6.77 / 6.77 eV
energy relative to the best compared isomer or geometry (same formula, charge and spin) = 205.6 kcal/mol

CARTESIAN COORDINATES (ANGSTROEM)
C  2.04777  0.19102  -0.21667
C  -2.00866  -0.46012  0.21126
C  1.29078  -0.90310  -0.05581
C  -0.90503  0.26256  -0.27027
O  2.53735  1.12338  0.37122
O  -3.15006  -0.04883  0.15420
O  1.09924  -2.14121  -0.20791
O  -0.63390  1.53375  -0.10512
H  2.03732  0.31503  -1.44975
H  -1.76418  -1.54562  0.45333
H  1.94640  -2.76300  -0.50193
H  -1.22290  1.92180  0.57910

The Mulliken scheme yields these atomic charges, measured in e: C 0.14; C 0.05; C 0.31; C 0.09; O -0.51; O -0.52; O -0.38; O -0.27; H 0.20; H 0.22; H 0.37; H 0.30